{
  "formula": "C37H32ClLiNP2",
  "method": "ωB97M-V/def2-TZVPD",
  "symbols": ["Cl", "P", "P", "N", "C", "C", "C", "C", "C", "C", "C", "C", "C", "C", "C", "C", "C", "C", "C", "C", "C", "C", "C", "C", "C", "C", "C", "C", "C", "C", "C", "C", "C", "C", "C", "C", "C", "C", "C", "C", "C", "Li", "H", "H", "H", "H", "H", "H", "H", "H", "H", "H", "H", "H", "H", "H", "H", "H", "H", "H", "H", "H", "H", "H", "H", "H", "H", "H", "H", "H", "H", "H", "H", "H"],
  "coordinates": [[0.61269, -0.59052, -7.68581], [0.13662, -1.87066, -0.59014], [0.50732, 3.96062, 1.95334], [1.81861, 1.00371, 0.59065], [1.92666, -1.41687, -0.17212], [-2.01761, 2.66862, -1.72912], [-1.73342, 2.70875, 0.66866], [0.68680, -3.24792, -1.91183], [-1.13155, -1.59707, 3.48821], [0.36805, -0.53443, -5.95480], [-1.56202, 1.93863, 5.54882], [2.44186, 1.75998, 1.53922], [-0.25021, -0.38679, -1.71767], [0.98885, -5.77590, -3.20269], [0.15858, 1.84355, 3.85995], [0.33384, -4.73011, -3.82897], [-0.75851, 3.24947, -1.87519], [0.19157, -3.49551, -3.19538], [-0.49047, 1.28766, 4.95649], [-2.51400, -1.44864, 3.41318], [-3.05991, -0.97784, 2.22456], [3.21817, -0.32530, 1.77439], [-1.98108, 3.16826, 5.05369], [2.19122, 3.23235, 1.67335], [-0.25074, 3.07860, 3.35798], [-1.09745, -0.45335, -4.07407], [-2.49657, 2.39974, -0.46106], [1.26557, -0.46842, -3.73905], [3.31633, 0.99504, 2.28977], [1.31329, -4.34542, -1.29417], [2.29139, -0.27631, 0.74792], [-0.01164, 3.57471, -0.75857], [1.48207, -5.57121, -1.91694], [-1.31808, 3.73684, 3.97692], [-0.01759, -0.45407, -3.19527], [1.46504, -0.51793, -5.10947], [-0.83115, -0.83739, 1.16693], [-2.23216, -0.68662, 1.14592], [-0.91782, -0.49656, -5.45012], [-0.32106, -1.27468, 2.40823], [-0.48360, 3.31188, 0.53813], [-0.00542, 0.88900, 0.40176], [1.65514, -4.24555, -0.26801], [0.40255, 0.41771, -1.36129], [-3.46475, 1.93333, -0.33110], [-2.13450, 2.49519, 1.65287], [-3.14753, -1.68710, 4.25891], [2.40090, -2.31853, 0.21225], [2.39038, -1.24540, -1.14774], [3.75375, -1.20248, 2.10977], [-2.07624, 1.48581, 6.38772], [-2.10411, -0.44188, -3.67086], [1.98194, -6.37785, -1.39188], [0.75321, -1.40535, 2.51858], [-1.28778, -0.10990, -1.52367], [2.12469, -0.45146, -3.08055], [2.79289, 3.62124, 2.49981], [-1.62458, 4.70947, 3.60692], [-0.07100, -4.86383, -4.82658], [-0.36130, 3.44231, -2.86400], [-0.67867, -1.95789, 4.40781], [-0.16551, 0.32485, 5.33055], [-2.71813, -0.37740, 0.21911], [2.54139, 3.77434, 0.78683], [-2.60333, 2.41225, -2.60309], [2.46457, -0.54201, -5.52170], [-4.13414, -0.84420, 2.13539], [3.94221, 1.34445, 3.09949], [-0.32573, -2.71882, -3.74455], [1.10707, -6.73260, -3.69662], [0.97693, 1.30808, 3.39163], [-2.81479, 3.68648, 5.51148], [-1.76480, -0.50315, -6.12302], [0.95677, 4.04202, -0.89005]],
  "forces_ev_per_angstrom": [[-0.003, 0.001, 0.046], [0.263, -0.606, -0.808], [-0.037, -0.011, -0.104], [0.319, -0.155, 0.028], [-0.043, 0.193, -0.019], [0.072, 0.002, -0.014], [-0.083, 0.110, -0.020], [-0.005, 0.005, 0.274], [-0.040, -0.045, -0.007], [0.017, -0.018, -0.028], [0.023, 0.038, -0.056], [-0.024, 0.061, -0.076], [0.182, -0.157, 0.221], [0.043, 0.032, 0.077], [-0.016, -0.020, -0.041], [0.023, 0.087, 0.030], [-0.041, -0.013, 0.024], [-0.043, 0.020, -0.151], [-0.002, 0.026, 0.011], [0.112, 0.051, -0.110], [0.018, -0.019, 0.035], [-0.009, 0.090, 0.112], [0.038, -0.047, -0.007], [0.006, -0.066, 0.011], [-0.019, -0.008, 0.144], [-0.038, 0.035, -0.060], [0.027, 0.032, 0.090], [0.010, 0.011, -0.024], [0.023, -0.109, -0.027], [0.060, 0.094, -0.021], [-0.032, -0.012, -0.113], [-0.051, -0.017, -0.006], [-0.026, 0.021, -0.052], [0.014, -0.024, 0.052], [-0.138, 0.211, 0.024], [0.012, 0.015, 0.043], [-0.342, 0.376, 0.589], [0.057, -0.118, -0.078], [-0.027, 0.004, 0.030], [-0.086, -0.060, -0.093], [0.155, 0.089, -0.103], [-0.401, 0.063, 0.120], [0.011, -0.010, 0.015], [0.013, 0.006, -0.112], [0.001, -0.006, 0.008], [0.049, -0.070, -0.027], [-0.002, -0.006, 0.013], [-0.015, -0.037, 0.057], [0.021, -0.025, 0.004], [0.007, 0.001, -0.011], [0.008, 0.008, 0.007], [0.006, 0.011, -0.006], [0.006, 0.007, 0.002], [-0.004, 0.037, 0.006], [0.002, 0.006, 0.023], [-0.011, 0.002, -0.007], [-0.012, 0.022, 0.009], [-0.007, 0.002, -0.007], [-0.001, 0.010, -0.001], [-0.003, 0.000, 0.000], [-0.016, -0.010, -0.005], [-0.021, 0.049, -0.024], [-0.015, 0.032, 0.014], [0.032, 0.004, -0.020], [0.003, 0.005, 0.000], [0.000, -0.004, 0.000], [0.001, -0.004, 0.006], [-0.007, -0.005, 0.000], [0.006, -0.163, 0.064], [-0.004, -0.010, 0.004], [-0.037, 0.022, 0.034], [-0.004, -0.001, -0.001], [0.001, -0.005, 0.004], [0.022, -0.029, 0.008]],
  "lowdin_charge": [0.619, 1.044, 1.053, -0.013, -0.268, -0.101, -0.112, -0.312, -0.134, -0.674, -0.091, -0.444, -0.296, -0.129, -0.055, -0.110, -0.084, -0.106, -0.079, -0.126, -0.120, -0.099, -0.100, -0.313, -0.397, -0.063, -0.099, -0.031, -0.105, -0.146, -0.418, -0.113, -0.117, -0.139, -0.293, -0.098, -0.355, -0.187, -0.116, -0.157, -0.403, 0.486, 0.083, 0.049, 0.105, 0.104, 0.085, 0.063, 0.064, 0.084, 0.097, 0.117, 0.090, 0.087, 0.056, 0.113, 0.074, 0.091, 0.091, 0.107, 0.091, 0.097, 0.071, 0.061, 0.103, 0.103, 0.087, 0.083, 0.072, 0.086, 0.090, 0.094, 0.100, 0.100],
  "e_above_lowest_kj_mol": 94.4,
  "mol_weight_g_mol": 595.0,
  "multiplicity": 1,
  "energy_ev": -71684.6237,
  "total_charge": -1,
  "lumo_energy_ha": 0.0874
}